136
Properties=species:S:1:pos:R:3:forces:R:3 method="wB97M-V/def2-TZVPD" e_above_lowest_kj_mol=0.00 homo_lumo_gap_ev=8.13 energy_ev=-177873.493 lumo_energy_ev=-3.363 charge=+1
C 3.18138 3.58006 -1.07495 0.2 -0.2 -0.2
C 3.92030 2.54204 -1.92788 -0.4 0.2 0.0
C 2.95390 1.55055 -2.59149 0.3 -0.1 0.0
C 2.46962 0.51208 -1.57190 -0.4 0.8 -0.3
N 1.98026 -0.81511 -2.09170 -0.1 0.1 0.8
C 0.70986 -1.17074 -1.76466 -0.1 -0.1 0.2
N -0.35825 -0.47313 -2.08433 0.4 0.0 0.0
C -1.68305 -0.66765 -1.46426 -0.3 0.3 0.0
C -2.80748 -1.10588 -2.42669 -0.3 0.0 0.6
C -3.81337 0.01573 -2.71521 -0.3 0.0 -0.4
C -4.55588 -0.19888 -4.03932 0.1 -0.2 0.2
C -0.29261 0.58083 -3.10489 -0.5 0.1 -0.2
C -0.32601 0.03481 -4.53686 0.0 0.2 -0.3
C 1.00234 -0.38799 -5.11140 0.3 0.2 -0.2
O 1.78326 0.33856 -5.64165 -0.2 -0.3 0.4
O 1.27466 -1.74361 -4.94091 0.1 -0.1 0.1
N 0.50056 -2.35232 -1.02937 0.9 -0.2 -1.2
P -0.17002 -3.65209 -1.94138 -1.3 -0.6 0.3
S -1.34034 -4.86238 -1.01154 0.4 0.1 -0.1
C 1.57555 -2.54226 -0.01674 0.0 0.3 0.5
N 1.52230 -1.28509 0.75762 -0.4 -0.1 0.0
P 1.09938 -3.81441 1.27963 0.2 -0.3 0.5
N 1.92720 -3.58945 2.58155 0.0 0.0 -0.3
C 3.00519 -2.71759 -0.65982 -0.2 0.4 -0.2
C 3.27650 -4.19612 -1.00932 0.1 0.0 0.1
C 3.87698 -5.12097 0.03715 0.2 -0.6 -0.2
O 4.32264 -6.19101 -0.29057 -0.2 0.4 0.2
C 4.06255 -2.15717 0.31249 0.5 -0.3 0.4
C 5.54420 -2.50757 0.03932 0.0 -0.1 0.2
C 6.24638 -3.18963 1.22695 0.2 0.4 0.4
O 7.25470 -4.09772 0.78643 -0.4 -0.1 -0.7
C 8.32366 -3.49117 0.18794 0.7 0.5 0.6
C 8.70894 -4.07370 -1.13333 0.2 0.0 -0.2
O 8.91526 -2.58311 0.71384 -0.5 -0.2 -0.3
C 2.88655 -1.97830 -2.05068 -0.1 -0.6 0.1
P 4.44058 -1.70669 -3.03198 0.6 0.9 0.1
S 5.70832 -0.31815 -2.57600 -0.1 -0.2 0.0
H 2.58576 4.23987 -1.70706 -0.1 0.0 0.1
H 2.52255 3.09554 -0.35188 0.0 0.1 0.1
H 3.89821 4.19222 -0.52971 -0.1 0.0 0.1
H 4.45827 3.05402 -2.72622 0.1 0.0 0.1
H 4.65083 2.01576 -1.31449 0.1 -0.1 -0.1
H 2.14386 2.15934 -2.99293 -0.2 -0.1 -0.1
H 3.43839 1.06349 -3.43605 0.0 0.0 0.0
H 1.64412 0.93468 -0.99821 0.0 -0.1 0.1
H 3.26478 0.34380 -0.85167 0.0 -0.4 -0.1
H -1.95696 0.31193 -1.06362 0.0 0.0 0.0
H -1.61560 -1.34022 -0.61632 0.3 -0.1 -0.1
H -2.44568 -1.55250 -3.35103 0.2 0.1 0.0
H -3.34308 -1.90560 -1.90864 0.0 -0.1 -0.2
H -4.55696 0.03880 -1.91704 0.1 0.1 0.1
H -3.33808 0.99844 -2.70590 0.1 0.0 -0.1
H -3.87527 -0.58729 -4.79979 0.0 0.1 -0.1
H -5.34272 -0.94184 -3.90708 0.0 0.0 -0.1
H -4.99988 0.71952 -4.41431 -0.1 0.0 0.1
H -1.18647 1.19211 -2.99400 0.0 -0.1 0.2
H 0.53832 1.24358 -2.91907 0.2 0.0 -0.1
H -1.01502 -0.80206 -4.62023 -0.1 0.0 0.1
H -0.71244 0.83702 -5.16758 0.1 0.0 0.0
H 0.79460 -2.25906 -5.60171 0.0 -0.1 0.0
H 0.83432 -4.26826 -2.69961 0.2 0.2 0.1
H -0.85421 -2.93078 -2.92059 0.3 0.3 -0.1
H 1.89830 -1.43559 1.69475 0.3 0.0 -0.1
H 0.54074 -1.05708 0.90235 0.0 0.0 0.1
H 1.16821 -5.09251 0.70507 -0.2 0.0 -0.1
H -0.26006 -3.50711 1.43114 -0.1 0.0 -0.3
H 2.43545 -4.40474 2.89671 0.1 0.1 0.2
H 3.95367 -4.27689 -1.85953 -0.1 0.0 0.0
H 2.35892 -4.70045 -1.32112 0.0 0.0 -0.1
H 3.86379 -4.81605 1.09139 0.0 0.1 0.1
H 3.97393 -1.08180 0.42378 -0.2 0.0 -0.2
H 3.82672 -2.56422 1.30001 -0.2 0.1 0.0
H 5.66483 -3.16334 -0.82479 0.0 0.0 -0.1
H 6.08544 -1.58611 -0.15784 0.0 -0.1 -0.3
H 5.56157 -3.75168 1.85610 0.0 -0.2 0.0
H 6.72015 -2.42915 1.84975 -0.1 0.0 0.1
H 7.84512 -4.27357 -1.76501 -0.1 -0.1 0.1
H 9.36180 -3.36436 -1.63716 0.1 -0.1 0.1
H 9.25476 -5.00741 -0.99069 -0.1 0.0 0.0
H 2.38626 -2.71532 -2.68952 0.1 0.0 -0.2
H 5.01957 -2.98136 -3.05656 -0.3 -0.2 0.0
H 3.91524 -1.56066 -4.31949 -0.3 -0.2 -0.1
C -5.02098 5.60964 -0.16044 -0.1 0.3 0.4
C -5.65671 4.57515 -1.10445 0.2 0.1 -0.2
C -5.39651 3.09378 -0.82281 -0.1 -0.2 0.0
F -4.07700 2.81254 -0.93415 0.2 0.0 0.1
F -6.04889 2.34352 -1.74069 0.0 0.1 0.0
F -5.32942 4.85376 -2.38324 0.0 0.0 0.0
F -7.00293 4.72140 -0.97436 -0.1 0.0 0.1
O -3.83366 6.24755 -0.60492 0.0 -0.3 -0.5
C -2.58102 5.77217 -0.35352 -0.3 0.1 0.3
C -1.81507 5.47626 -1.64862 0.1 0.1 0.0
F -2.45043 4.53143 -2.37160 0.0 -0.1 0.0
F -0.58814 5.00222 -1.32681 0.0 0.0 0.0
F -2.58929 4.71497 0.47650 0.0 -0.2 -0.1
F -1.88966 6.75336 0.27472 0.1 0.1 0.0
H -5.74845 6.41835 -0.11996 0.0 0.0 0.0
H -4.92549 5.22455 0.85499 0.1 -0.2 -0.1
H -5.74318 2.80868 0.17331 0.0 0.1 0.0
H -1.71538 6.38488 -2.24380 0.0 0.0 0.0
C -0.32420 8.23391 3.15185 0.2 0.2 -0.5
C -0.96447 6.96406 3.74533 0.3 0.3 0.2
C -2.49228 6.91908 3.83837 0.0 -0.2 -0.1
F -2.96835 7.86443 4.66355 0.1 0.1 0.1
F -2.86004 5.70900 4.32776 0.0 0.0 0.0
F -0.40446 6.69555 4.94023 -0.2 0.0 0.1
F -0.63311 5.93908 2.90392 0.0 0.0 -0.1
O 0.19988 9.17828 4.06324 -0.2 -0.3 0.4
C -0.53601 10.21182 4.57620 0.2 0.1 -0.2
C -0.61324 10.13889 6.10608 0.0 0.0 0.1
F -1.20772 8.99366 6.49136 -0.1 0.0 0.0
F -1.35137 11.17769 6.54877 0.0 0.0 0.0
F -1.75530 10.30141 4.01922 -0.1 -0.1 0.0
F 0.12006 11.35610 4.28440 0.0 0.1 -0.1
H 0.55277 7.87773 2.61371 0.0 -0.1 0.0
H -0.96824 8.70136 2.40611 -0.2 0.0 0.1
H -2.93386 7.04257 2.84539 0.0 0.0 0.0
H 0.38954 10.18925 6.53362 0.0 0.0 0.0
C -3.87524 -7.58521 4.57199 0.2 -0.5 0.2
C -4.61049 -6.31201 5.02679 0.2 0.1 -0.2
C -6.08522 -6.13409 4.64731 -0.1 0.0 0.1
F -6.24056 -6.04682 3.31195 0.1 -0.1 -0.2
F -6.52783 -4.98034 5.19387 0.0 0.0 0.0
F -3.90907 -5.21835 4.65551 0.0 0.0 0.0
F -4.61106 -6.36029 6.38901 0.0 -0.1 0.1
O -3.02447 -7.48677 3.44106 -0.2 0.5 0.0
C -3.43214 -7.73597 2.16357 0.1 -0.2 0.2
C -3.24830 -6.49687 1.28082 0.0 0.1 0.0
F -3.98309 -5.46489 1.73843 -0.1 0.0 0.0
F -3.65349 -6.78277 0.02309 0.0 0.0 0.0
F -4.68224 -8.21385 2.09441 -0.2 0.1 0.1
F -2.61153 -8.68123 1.65113 0.0 -0.1 0.0
H -3.18722 -7.79512 5.38901 0.0 0.0 0.0
H -4.54790 -8.43995 4.50501 -0.2 0.1 -0.1
H -6.68640 -6.96134 5.03308 0.0 0.0 0.0
H -2.19678 -6.20574 1.26606 0.0 -0.1 0.0